# 1
116
Properties=species:S:1:pos:R:3 method="wB97M-V/def2-TZVPD" lumo_ha="-0.00897 / -0.11390" spin_multiplicity=5 homo_ev="-5.86 / -8.11" s2=6.06 charge=0 gap_ev="5.616 / 5.013"
Ir 2.21 1.18 -0.92
C -1.06 4.83 0.39
C -0.50 3.99 -0.49
N 0.23 2.92 0.04
C 0.47 2.79 1.38
C -0.21 3.71 2.17
N -0.99 4.73 1.76
C 1.47 1.86 1.93
C 1.63 1.78 3.29
C 2.74 1.10 3.85
C 3.65 0.56 2.97
C 3.53 0.68 1.58
N 2.36 1.25 1.09
C 4.48 0.29 0.61
C 5.77 -0.25 0.92
N 6.62 -0.62 0.02
C 6.23 -0.47 -1.32
C 5.03 0.08 -1.66
N 4.15 0.48 -0.73
C 2.97 1.16 5.30
C 2.62 2.25 6.08
C 2.88 2.24 7.45
N 3.45 1.22 8.06
C 3.79 0.16 7.33
C 3.57 0.09 5.95
H -1.59 5.70 -0.04
H -0.60 3.05 -2.41
H -0.13 3.61 3.25
H 0.94 2.24 4.01
H 4.60 0.16 3.28
H 6.06 -0.34 1.98
H 6.96 -0.74 -2.06
H 4.71 0.22 -2.69
H 2.14 3.09 5.57
H 2.59 3.09 8.06
H 4.24 -0.66 7.87
H 3.81 -0.83 5.42
O 1.46 3.66 -3.34
S 2.76 2.80 -2.96
O 3.72 3.12 -3.95
O 3.05 3.15 -1.56
O 2.37 1.37 -3.01
C 1.67 -7.74 1.50
C 2.76 -8.46 0.75
O 3.05 -9.63 0.91
S 3.72 -7.60 -0.49
C 3.06 -5.97 -0.54
C 2.19 -5.57 -1.57
C 1.74 -4.26 -1.66
C 2.16 -3.30 -0.73
C 2.98 -3.70 0.32
C 3.45 -5.01 0.43
C 1.88 -1.92 -0.82
C 1.79 -0.72 -0.81
H 1.22 -8.39 2.25
H 0.94 -7.37 0.80
H 2.06 -6.89 2.02
H 1.88 -6.27 -2.35
H 1.10 -3.96 -2.45
H 3.28 -2.95 1.03
H 4.19 -5.28 1.17
C -7.60 -0.61 2.13
C -6.29 -0.34 1.47
C -5.29 0.36 2.12
C -4.10 0.72 1.51
C -3.05 1.46 2.28
C -3.90 0.37 0.17
Te -2.15 1.09 -0.88
N 0.34 1.75 -0.77
C -0.47 4.04 -2.00
O 0.92 4.40 -2.23
C -1.45 5.03 -2.62
C -0.97 6.03 -3.44
C -1.88 6.78 -4.22
C -3.22 6.49 -4.19
C -3.70 5.51 -3.32
C -2.82 4.81 -2.52
C -1.60 -0.79 -1.67
C -1.57 -1.94 -0.89
C -1.46 -1.99 0.62
C -1.46 -3.14 -1.57
C -1.31 -3.23 -2.95
C -1.18 -4.59 -3.59
C -1.21 -2.05 -3.66
C -1.37 -0.80 -3.04
C -1.10 0.43 -3.86
C -4.92 -0.28 -0.55
C -4.88 -0.56 -2.03
C -6.06 -0.65 0.13
H -7.60 -0.30 3.16
H -7.88 -1.67 2.07
H -8.38 -0.07 1.58
H -5.46 0.74 3.13
H -3.36 1.63 3.31
H -2.86 2.46 1.90
H -2.09 0.90 2.28
H 0.08 6.23 -3.50
H -1.51 7.57 -4.87
H -3.91 7.00 -4.83
H -4.75 5.24 -3.25
H -3.18 4.04 -1.86
H -0.52 -1.48 0.89
H -1.45 -3.04 0.98
H -2.29 -1.50 1.14
H -1.36 -4.05 -0.96
H -0.69 -5.27 -2.88
H -0.60 -4.50 -4.52
H -2.18 -4.96 -3.82
H -1.00 -2.09 -4.74
H -0.88 0.13 -4.87
H -0.23 0.98 -3.47
H -1.96 1.11 -3.90
H -4.52 0.30 -2.57
H -5.88 -0.83 -2.40
H -4.23 -1.40 -2.27
H -6.84 -1.18 -0.41

=====

# 2
109
Properties=species:S:1:pos:R:3 method="wB97M-V/def2-TZVPD" lumo_ha=-0.29485 homo_ev=-15.26 charge=+3 gap_ev=7.238 relative_energy_kj_mol=0.0
Pt 0.47 -0.16 1.16
N -2.34 -1.53 0.59
P -1.73 -0.30 1.68
C -2.93 0.98 1.41
C -4.19 0.87 2.00
C -5.16 1.82 1.71
C -4.87 2.88 0.86
C -3.61 2.99 0.28
C -2.63 2.04 0.55
C -1.67 -0.94 3.35
C -0.35 -0.53 4.00
C 0.23 -1.63 4.91
C -0.75 -2.62 5.48
C -2.00 -2.70 5.02
C -2.40 -1.94 3.83
P -1.67 -2.38 -0.64
C -2.84 -2.49 -1.95
C -2.78 -3.58 -2.83
C -3.66 -3.63 -3.89
C -4.59 -2.62 -4.08
C -4.65 -1.54 -3.21
C -3.77 -1.47 -2.14
C -1.03 -3.93 -0.06
C -1.49 -4.44 1.16
C -1.06 -5.68 1.58
C -0.19 -6.43 0.80
C 0.28 -5.92 -0.41
C -0.13 -4.67 -0.84
H -3.34 -1.46 0.44
H -4.41 0.07 2.70
H -6.14 1.75 2.17
H -5.62 3.62 0.64
H -3.38 3.82 -0.37
H -1.65 2.13 0.11
H -0.34 0.49 4.35
H 0.86 -1.21 5.70
H -0.44 -3.23 6.32
H -2.71 -3.38 5.48
H -3.29 -2.28 3.31
H -2.07 -4.38 -2.67
H -3.63 -4.48 -4.57
H -5.28 -2.68 -4.91
H -5.38 -0.76 -3.36
H -3.81 -0.60 -1.49
H -2.18 -3.86 1.76
H -1.43 -6.09 2.52
H 0.12 -7.41 1.12
H 0.96 -6.50 -1.01
H 0.25 -4.27 -1.77
O -0.31 -1.76 -1.29
C 0.37 -0.60 -1.35
O -0.06 0.43 -0.83
C 1.66 -0.69 -2.06
C 1.71 -1.10 -3.39
C 2.93 -1.11 -4.04
C 4.08 -0.74 -3.37
C 4.03 -0.36 -2.03
C 2.81 -0.32 -1.35
P 2.71 0.20 0.41
C 3.00 1.98 0.41
C 4.25 2.47 0.05
C 4.47 3.84 0.01
C 3.45 4.72 0.33
C 2.20 4.23 0.70
C 1.97 2.86 0.74
C 4.11 -0.54 1.27
C 4.77 -1.67 0.82
C 5.81 -2.21 1.56
C 6.19 -1.62 2.76
C 5.52 -0.49 3.22
C 4.49 0.05 2.48
H 0.80 -1.38 -3.91
H 2.98 -1.40 -5.08
H 5.03 -0.75 -3.88
H 4.94 -0.11 -1.52
H 5.07 1.80 -0.18
H 5.45 4.22 -0.26
H 3.62 5.79 0.30
H 1.40 4.92 0.95
H 1.00 2.50 1.04
H 4.48 -2.15 -0.11
H 6.34 -3.08 1.19
H 7.01 -2.03 3.33
H 5.82 -0.02 4.15
H 3.99 0.95 2.83
N -0.52 2.40 3.00
C -0.46 3.42 3.53
C -0.37 4.70 4.17
C -1.52 5.27 4.74
C -1.42 6.50 5.35
C -0.20 7.17 5.40
C 0.93 6.60 4.83
C 0.85 5.37 4.21
H -2.46 4.74 4.69
H -2.30 6.95 5.80
H -0.14 8.13 5.88
H 1.88 7.12 4.87
H 1.73 4.91 3.77
C 2.06 -4.04 4.35
N 1.73 -3.04 3.35
C 2.16 -3.34 1.99
C 1.05 -1.97 3.67
N 0.73 -0.85 3.01
H 1.66 -5.01 4.04
H 1.65 -3.77 5.32
H 3.15 -4.12 4.44
H 3.24 -3.44 1.97
H 1.87 -2.53 1.32
H 1.69 -4.27 1.67

=====

- Which value of charge does entry 2 give?
  +3